[1]
11
Properties=species:S:1:pos:R:3:mulliken_charge:R:1 method="wB97M-V/def2-TZVPD" charge=0 e_lumo_ev=0.00 max_force_ev_per_a=5.22 de_lowest_ev=3.6270 smiles="S=CC1CC1" multiplicity=1
C 0.06 -0.67 -1.28 -0.4884
C 0.54 -0.15 0.07 0.1987
C -0.59 -0.21 1.04 -0.5239
C -0.11 1.24 0.41 -0.5854
H -0.94 -0.39 -1.50 0.3218
H 1.56 -0.48 0.23 0.4069
H -0.38 -0.16 2.14 0.2582
H -1.51 -0.74 0.52 0.2190
H -0.17 1.95 -0.65 0.2757
H 0.94 1.52 1.10 0.1962
S 0.61 -1.90 -2.07 -0.2787



[2]
32
Properties=species:S:1:pos:R:3:mulliken_charge:R:1 method="wB97M-V/def2-TZVPD" charge=+2 e_lumo_ev="-7.66 / -8.67" max_force_ev_per_a=4.42 de_lowest_ev=3.8420 multiplicity=1
C 2.67 0.97 -0.26 -0.5934
C 1.15 -1.37 0.15 -0.7982
C 1.27 1.01 -0.17 0.4842
C 3.40 -0.22 -0.13 0.4081
C 2.58 -1.42 0.17 0.6238
C 0.48 -0.18 0.08 -0.2002
C -0.85 1.50 0.07 -0.1282
C -2.64 -1.62 -1.17 -0.9480
C -3.69 -0.20 0.60 -1.3563
C -2.71 -1.19 0.23 0.6364
N 0.35 2.01 -0.32 -0.4671
N 4.75 -0.28 -0.30 -0.4842
N 3.07 -2.61 0.48 -0.3515
N -0.84 0.21 0.16 -0.1344
N 0.64 3.96 0.31 -0.4657
H 3.01 1.96 -0.46 0.3990
H 0.70 -2.30 0.19 0.5673
H -1.75 2.20 0.20 0.3729
H -1.92 -2.48 -1.30 0.3238
H -3.54 -2.32 -1.29 0.4227
H -2.82 -0.76 -1.83 0.3055
H -4.51 -0.81 1.00 0.3939
H -3.87 0.41 -0.18 0.4363
H -3.32 0.30 1.52 0.3837
H -2.26 -1.76 1.09 0.2943
H 5.21 0.53 -0.03 0.2171
H 5.21 -1.12 -0.68 0.2582
H 2.53 -3.31 0.93 0.2564
H 4.08 -2.54 0.68 0.2449
H 0.88 4.78 -0.22 0.2962
H -0.20 3.98 0.87 0.3050
H 1.51 3.83 0.79 0.2976



[3]
11
Properties=species:S:1:pos:R:3:mulliken_charge:R:1 method="wB97M-V/def2-TZVPD" charge=0 e_lumo_ev=-1.66 max_force_ev_per_a=2.35 de_lowest_ev=3.0602 multiplicity=1
C -0.10 0.68 -1.61 -0.8942
C 0.51 -0.94 1.08 -0.5129
Si -0.10 0.67 0.28 0.5367
Cl 2.26 -1.13 0.71 -0.1836
Cl -2.78 -0.49 1.68 -0.5979
H -0.79 -0.05 -2.01 0.3245
H -0.37 1.65 -2.01 0.2968
H 0.90 0.43 -1.98 0.3401
H -0.01 -1.81 0.69 0.3519
H 0.40 -0.93 2.16 0.3528
H 0.07 1.91 1.02 -0.0143



[4]
10
Properties=species:S:1:pos:R:3:mulliken_spin:R:1 method="wB97M-V/def2-TZVPD" charge=0 e_lumo_ev="0.66 / -2.30" max_force_ev_per_a=3.71 de_lowest_ev=0.0000 multiplicity=3
C 1.44 0.13 0.14 -0.0945
C 0.62 -0.09 1.15 0.2602
C -1.46 0.06 -1.06 0.8932
S 2.20 -1.25 -0.72 0.8312
Br -2.96 0.77 0.00 0.0445
H 1.68 1.10 -0.21 -0.0082
H 0.53 -1.11 1.37 0.0033
H 0.02 0.62 1.68 0.0143
H -0.97 0.50 -1.87 0.0279
H -1.09 -0.74 -0.47 0.0281



[5]
10
Properties=species:S:1:pos:R:3:mulliken_spin:R:1 method="wB97M-V/def2-TZVPD" charge=0 e_lumo_ev="0.34 / -2.73" max_force_ev_per_a=4.61 de_lowest_ev=0.1493 multiplicity=3
C -0.08 1.12 -0.42 0.4653
C 0.19 1.17 0.94 0.0410
C -0.38 -0.18 -1.05 -0.0029
N -0.34 -1.18 -0.11 0.7650
O -0.72 -0.27 -2.22 0.1822
O 0.29 0.17 1.68 0.3942
O 0.40 -2.30 -0.09 0.1361
H -0.17 1.96 -1.17 0.0105
H 0.37 2.16 1.54 0.0026
H 0.43 -2.65 0.91 0.0061



[6]
20
Properties=species:S:1:pos:R:3:mulliken_charge:R:1 method="wB97M-V/def2-TZVPD" charge=0 e_lumo_ev=0.65 max_force_ev_per_a=2.25 de_lowest_ev=1.4379 smiles="C=CCN.O.O.O" multiplicity=1
N -1.26 0.50 -2.32 -0.5898
C 0.16 0.23 -2.17 -0.5933
C 1.50 -0.92 -0.51 -0.8061
C 0.75 0.16 -0.80 -0.2268
H -1.75 -0.39 -2.36 0.2683
H -1.69 1.01 -1.56 0.2802
H 0.77 0.96 -2.74 0.3182
H 0.52 -0.59 -2.81 0.3129
H 1.92 -1.05 0.49 0.4092
H 1.55 -1.82 -1.08 0.2571
H 0.67 1.00 -0.12 0.4196
H 0.70 0.38 2.79 0.3206
H 1.86 1.31 3.33 0.2957
O 1.64 0.57 2.74 -0.6155
H -1.92 1.38 2.19 0.2922
H -1.45 0.24 1.36 0.4386
O -1.08 1.02 1.87 -0.6529
H -0.55 -1.62 1.17 0.3571
H -1.00 -1.09 -0.17 0.3124
O -1.34 -1.30 0.71 -0.7977



[7]
44
Properties=species:S:1:pos:R:3:mulliken_charge:R:1 method="wB97M-V/def2-TZVPD" charge=+1 e_lumo_ev=-2.77 max_force_ev_per_a=3.57 de_lowest_ev=1.1491 multiplicity=1
K -0.29 2.33 1.45 0.9013
C -2.90 0.02 -1.68 -0.9098
C -2.83 0.20 -0.14 0.2454
O -2.63 1.54 0.16 -0.5166
H -3.82 0.30 -2.19 0.3921
H -2.83 -1.03 -1.98 0.3596
H -2.06 0.60 -2.08 0.0600
H -2.02 -0.35 0.33 -0.2832
H -3.74 -0.21 0.29 0.4250
H -3.40 2.07 -0.04 0.2772
C 0.28 2.11 -3.47 -1.3924
C 0.51 1.93 -1.95 0.7010
C 1.98 2.04 -1.50 -1.0823
O 2.12 1.83 -0.06 -0.1650
C 3.44 1.66 0.48 -0.9199
N -0.24 3.02 -1.36 -0.4626
H 0.97 1.37 -3.87 0.3773
H 0.76 3.02 -3.84 0.3944
H -0.66 1.84 -3.94 0.3576
H 0.12 1.00 -1.53 -0.0990
H 2.44 3.00 -1.69 0.4327
H 2.54 1.39 -2.18 0.4350
H 4.05 1.04 -0.19 0.3703
H 3.46 1.20 1.47 0.2560
H 3.96 2.61 0.59 0.3166
H -1.17 3.05 -1.74 0.2181
H 0.15 3.91 -1.64 0.2777
C 1.86 -1.86 2.09 -1.5871
C 0.47 -1.32 1.84 0.8118
C -0.49 -2.51 1.99 -0.7861
O -0.20 -3.49 0.99 -0.3364
C -1.11 -4.56 0.92 -0.8292
N 0.30 -0.25 2.80 -0.4395
H 1.98 -2.12 3.14 0.4979
H 2.59 -1.13 1.74 0.2028
H 2.03 -2.85 1.66 0.3532
H 0.37 -1.08 0.78 -0.0499
H -1.48 -2.11 1.76 0.3122
H -0.49 -2.90 3.01 0.3956
H -0.60 -5.49 0.66 0.2842
H -2.03 -4.41 0.35 0.2748
H -1.50 -4.76 1.92 0.3510
H 0.74 -0.61 3.63 0.2835
H -0.66 -0.03 3.03 0.2944



[8]
24
Properties=species:S:1:pos:R:3:mulliken_charge:R:1 method="wB97M-V/def2-TZVPD" charge=+1 e_lumo_ev=-5.67 max_force_ev_per_a=4.63 de_lowest_ev=3.5311 multiplicity=1
C 3.14 1.06 -1.31 -0.4110
C 1.97 0.74 -2.07 -0.6544
C 3.06 1.18 0.09 -0.8914
C 0.73 0.82 -1.51 -0.0965
C 1.79 1.43 0.66 -0.4622
C 0.63 1.31 -0.16 1.3074
C -0.61 1.55 0.44 -0.2377
C -1.16 -1.08 0.82 -1.2407
C -2.35 -1.76 0.67 0.5029
N -2.58 -2.34 -0.57 -0.5396
O -1.00 1.80 1.68 -0.3889
O -3.48 -1.85 1.40 -0.4648
H 3.93 1.04 -1.96 0.4548
H 1.88 0.48 -3.05 0.4701
H 4.02 1.19 0.49 0.4132
H -0.30 0.60 -1.84 0.3547
H 1.94 1.66 1.65 0.2979
H -0.54 -1.13 0.01 0.4170
H -1.51 1.44 -0.34 0.3348
H -0.79 -0.82 1.71 0.5875
H -3.55 -2.40 -0.76 0.2754
H -0.22 2.05 2.19 0.3663
H -2.21 -3.28 -0.56 0.2672
H -3.47 -1.18 2.04 0.3381



[9]
123
Properties=species:S:1:pos:R:3:mulliken_charge:R:1 method="wB97M-V/def2-TZVPD" charge=0 e_lumo_ev=-3.07 max_force_ev_per_a=16.62 multiplicity=1
C -2.35 -1.01 0.80 0.3161
C -1.56 -0.62 -0.42 0.3832
O -1.85 -1.03 -1.52 -0.5791
N -0.31 0.30 -0.17 2.2721
H -0.33 0.71 0.75 -0.8030
H 0.29 -0.29 0.30 0.1074
C 0.26 0.94 -1.25 0.1110
H -1.89 -0.92 1.81 -0.3606
H -2.88 -2.03 0.71 0.4465
H -3.27 -0.43 0.72 -0.1591
H 1.14 1.80 -0.75 -0.3462
H -0.51 1.36 -1.85 0.5169
H 0.80 0.48 -2.20 -0.0599
O -0.77 1.56 2.00 -1.5038
H -0.23 0.90 2.57 -0.3209
C -1.56 6.25 -1.38 -1.1298
C -1.07 4.89 -1.96 1.7494
C -1.67 4.60 -3.34 -1.5035
O 0.36 4.78 -1.98 -0.6675
H -2.66 6.14 -1.53 0.3307
H -1.24 7.21 -2.13 0.2913
H -0.93 6.44 -0.44 0.1493
H -1.28 3.80 -1.32 -0.5969
H -1.59 5.38 -4.15 0.3500
H -2.62 4.28 -3.44 0.4161
H -1.08 3.72 -3.75 0.2343
H 0.73 4.50 -1.07 0.1841
C 2.59 2.80 1.14 -0.7632
C 1.59 3.88 1.57 0.6970
C 2.11 5.30 1.16 -2.7644
O 0.42 3.54 0.81 -0.2145
H 2.83 2.89 0.02 0.0881
H 2.27 1.79 1.46 -0.1506
H 3.55 3.02 1.63 0.6358
H 1.33 4.06 2.62 0.4718
H 2.76 5.46 0.37 0.5449
H 2.69 5.50 1.85 1.0352
H 1.50 6.11 1.13 0.6116
H 0.05 2.79 1.62 0.1340
C -3.73 2.80 -0.35 -1.1116
C -3.24 3.57 0.93 1.1027
C -4.20 4.51 1.45 -1.5000
O -3.17 2.29 1.77 -0.1796
H -3.04 1.98 -0.47 0.1161
H -3.60 3.28 -1.20 0.5701
H -4.73 2.29 -0.29 0.1632
H -2.32 3.88 0.84 0.0151
H -4.24 5.47 0.64 0.2057
H -3.79 4.96 2.40 0.3407
H -5.17 4.05 1.58 0.3468
H -2.38 2.25 1.91 0.1863
C -6.36 -1.51 0.17 -0.3365
C -6.25 -0.37 1.17 -0.4603
C -5.77 -0.86 2.57 0.3591
O -5.74 -0.07 3.51 -0.5672
C -5.38 -2.31 2.76 -1.2778
C -5.31 -3.24 1.56 -0.4103
C -5.86 -2.87 0.31 0.5624
O -5.81 -3.59 -0.67 -0.5625
H -6.69 -1.18 -0.78 0.4347
H -6.71 0.55 0.88 0.5074
H -5.07 -2.53 3.59 1.3122
H -4.84 -4.20 1.70 0.4035
C -2.56 -1.62 4.97 0.0636
C -2.50 -1.17 6.32 -0.5097
C -1.99 -2.22 7.49 0.2356
O -1.99 -1.85 8.60 -0.4893
C -1.46 -3.50 7.01 -1.1920
C -1.72 -3.97 5.50 -0.5119
C -2.27 -2.95 4.54 0.6970
O -2.46 -3.49 3.40 -0.5993
H -2.94 -0.86 4.24 0.4694
H -2.75 -0.10 6.61 0.3900
H -1.14 -4.19 7.47 0.9093
H -1.67 -4.97 5.24 0.5860
C 6.22 -0.87 -3.94 -0.3382
C 4.71 -0.66 -3.65 0.2812
C 4.11 0.66 -3.64 0.2226
O 2.88 0.90 -3.21 -0.3832
C 5.04 1.75 -3.98 -0.3669
C 6.46 1.50 -4.16 -0.3084
C 7.07 0.22 -4.22 0.4025
O 8.25 0.03 -4.52 -0.5565
H 6.81 -1.90 -3.94 0.2773
H 4.18 -1.73 -3.30 0.1512
H 4.44 2.72 -4.09 0.3198
H 7.20 2.42 -4.53 0.2362
C 1.70 -2.35 -7.47 -0.2563
C 1.54 -1.28 -6.36 -0.4140
C 0.29 -1.49 -5.37 0.3763
O 0.15 -0.74 -4.33 -0.3741
C -0.69 -2.42 -5.73 -0.1785
C -0.43 -3.40 -6.85 -0.2557
C 0.86 -3.50 -7.59 0.2762
O 1.16 -4.41 -8.31 -0.5173
H 2.57 -2.14 -8.26 0.2784
H 2.40 -0.69 -6.14 0.4534
H -1.76 -2.24 -5.34 0.3421
H -1.32 -4.19 -7.18 0.2416
C 3.87 -2.71 0.16 -0.3254
C 5.24 -3.40 0.13 -1.2757
C 5.51 -4.40 -1.00 0.2214
O 6.53 -5.13 -1.00 -0.5683
C 4.49 -4.46 -2.06 0.0246
C 3.25 -3.72 -2.04 -0.5420
C 2.94 -2.75 -1.01 0.5771
O 1.96 -2.09 -0.99 -0.3340
H 3.68 -2.19 1.07 0.7221
H 5.84 -3.23 0.76 0.8927
H 4.63 -5.10 -3.00 0.3148
H 2.68 -3.88 -3.07 0.2560
C 1.00 -1.31 4.34 -0.4020
C 1.29 -2.12 5.55 -0.5836
C 1.85 -3.56 5.47 0.3316
O 2.09 -4.37 6.37 -0.5634
C 1.91 -4.11 4.08 -0.5555
C 1.80 -3.24 2.87 -0.2750
C 1.39 -1.78 3.03 0.3022
O 1.26 -1.09 1.97 -0.7691
H 0.77 -0.28 4.31 0.6811
H 1.34 -1.69 6.55 0.5007
H 2.24 -5.16 4.03 0.4281
H 1.83 -3.57 1.84 0.6088



[10]
70
Properties=species:S:1:pos:R:3:mulliken_charge:R:1 method="wB97M-V/def2-TZVPD" charge=+1 e_lumo_ev=-3.85 max_force_ev_per_a=0.09 multiplicity=1
Ti 0.26 0.28 -0.44 -0.4866
O 0.64 2.45 2.73 -0.6162
C 0.01 1.67 2.07 -0.2150
O -0.04 1.72 0.74 -0.2455
C -0.80 0.53 2.66 0.0665
C -2.00 0.20 1.77 -0.0818
C -2.96 -0.76 2.46 -1.0389
C -2.18 -2.10 2.40 -1.0515
C -0.89 -1.68 1.71 -0.0801
O -1.36 -0.66 0.76 -0.2480
C -0.01 -0.84 2.65 -0.0599
C 1.39 -0.71 2.08 -0.0465
O 2.39 -0.72 2.72 -0.6003
O 1.38 -0.57 0.73 -0.0596
H -1.08 0.80 3.68 0.6276
H -2.44 1.05 1.26 0.7145
H -3.90 -0.82 1.91 0.3458
H -3.18 -0.44 3.47 0.4149
H -2.71 -2.84 1.80 0.3485
H -1.99 -2.53 3.38 0.4247
H -0.37 -2.45 1.15 0.6966
H 0.07 -1.26 3.64 0.6945
C -2.35 -4.95 -5.51 -0.9122
O -1.46 -4.43 -4.52 -0.4336
C -1.68 -3.21 -4.03 0.6891
C -2.75 -2.39 -4.42 -0.9460
C -2.87 -1.15 -3.86 -1.6634
C -1.96 -0.66 -2.90 0.8603
C -2.09 0.66 -2.36 1.1899
C -3.16 1.59 -2.84 -1.9354
O -1.31 1.11 -1.48 0.2405
C -0.89 -1.52 -2.51 0.3887
O 0.01 -1.12 -1.62 0.2512
C -0.76 -2.77 -3.08 -0.4385
H -1.98 -5.94 -5.75 0.2652
H -2.35 -4.33 -6.40 0.3759
H -3.37 -5.04 -5.11 0.3687
H -3.47 -2.72 -5.15 0.4560
H -3.70 -0.52 -4.17 0.4623
H -3.10 1.73 -3.91 0.4372
H -3.04 2.55 -2.34 0.3734
H -4.14 1.19 -2.61 0.4244
H 0.07 -3.41 -2.79 0.5813
C 3.15 2.06 0.35 -1.0548
C 2.83 1.83 -1.08 0.8952
N 1.75 1.21 -1.54 0.4735
C 1.83 1.19 -2.92 -0.8547
C 2.96 1.81 -3.30 -0.6505
N 3.59 2.21 -2.13 0.2918
C 4.92 2.82 -2.11 -1.4784
N 5.91 1.89 -2.53 0.6881
N 6.18 1.77 -3.86 -0.5428
N 6.93 0.77 -4.06 -0.5346
C 7.17 0.15 -2.85 0.1545
C 7.92 -0.98 -2.54 -0.6813
C 7.96 -1.37 -1.22 -0.5307
C 7.28 -0.65 -0.22 -0.6960
C 6.54 0.48 -0.51 -0.6043
C 6.50 0.86 -1.85 1.4255
H 2.29 2.51 0.86 0.0456
H 4.00 2.72 0.48 0.4678
H 3.36 1.11 0.85 0.1067
H 1.07 0.72 -3.53 0.5086
H 3.41 1.99 -4.26 0.4939
H 5.13 3.18 -1.11 0.6609
H 4.93 3.66 -2.80 0.2831
H 8.45 -1.52 -3.31 0.4349
H 8.53 -2.24 -0.93 0.3881
H 7.34 -0.99 0.80 0.4042
H 6.02 1.02 0.27 0.3668



[11]
22
Properties=species:S:1:pos:R:3:mulliken_charge:R:1 method="wB97M-V/def2-TZVPD" charge=0 e_lumo_ev=0.58 max_force_ev_per_a=5.14 de_lowest_ev=1.4169 multiplicity=1
C -2.24 -0.45 -0.98 -0.2744
C -1.38 -0.01 -0.04 -0.4080
C -2.17 0.47 1.12 -0.8766
C 0.71 -0.48 1.24 -1.7375
C 0.71 1.38 -0.41 -1.8444
C 0.57 -0.88 -1.31 -1.8437
C 0.14 0.02 -0.11 2.2086
O -4.33 -1.13 0.47 -0.6108
O -4.32 1.07 -0.62 -0.6204
S -3.62 0.00 0.02 0.9819
H -2.15 -1.01 -1.90 0.4176
H -2.13 -0.24 1.99 0.3690
H -1.95 1.47 1.46 0.3441
H 1.68 -0.16 1.31 0.5055
H 0.19 0.03 2.06 0.4002
H 0.55 -1.55 1.36 0.3676
H 1.77 1.47 -0.56 0.4650
H 0.38 2.05 0.32 0.4226
H 0.46 1.50 -1.40 0.5257
H 1.69 -0.75 -1.37 0.3838
H 0.17 -0.69 -2.23 0.5074
H 0.41 -2.04 -1.25 0.3165



[12]
33
Properties=species:S:1:pos:R:3:mulliken_charge:R:1 method="wB97M-V/def2-TZVPD" charge=0 e_lumo_ev=0.02 max_force_ev_per_a=17.97 de_lowest_ev=8.5645 smiles="O=C(/C=C/NCc1ccc(F)cc1)c1ccccc1" multiplicity=1
O 3.52 1.75 1.85 -0.6253
C 2.82 1.25 0.98 -0.0473
C 1.57 1.98 0.62 -0.6790
C 0.69 1.52 -0.43 0.1413
N -0.47 2.02 -0.93 0.0013
H -0.92 2.78 -0.06 0.2895
C -1.54 1.48 -1.51 -1.6217
C -2.42 0.70 -1.07 1.2312
C -2.06 -0.60 -0.74 -0.1440
C -2.79 -1.51 0.07 -0.8146
C -4.11 -0.78 0.53 0.6137
C -4.57 0.40 0.13 -1.4600
C -3.61 0.95 -0.61 0.1997
H -3.92 2.23 -0.69 0.0322
H -5.44 0.63 0.45 0.6635
F -4.94 -1.82 1.34 -0.3513
H -2.50 -2.63 0.37 0.2850
H -1.08 -1.04 -0.90 0.3825
H -0.80 1.16 -2.51 0.4196
H -2.05 2.46 -2.04 0.3056
H 0.89 0.75 -1.16 0.5525
H 1.01 2.83 1.43 0.0496
C 2.95 0.05 0.39 1.1529
C 4.14 -0.23 -0.07 -0.2556
C 4.50 -1.32 -1.07 -0.8840
C 3.65 -2.49 -0.84 -0.3318
C 2.34 -2.50 -0.24 -0.9228
C 2.06 -0.93 0.31 -0.1314
H 0.99 -0.98 0.94 0.2498
H 1.64 -3.15 -0.15 0.6247
H 3.81 -3.35 -1.33 0.4367
H 5.44 -1.68 -1.40 0.3755
H 4.96 0.56 -0.20 0.2618



Which of these has the highest charge? C10H17N5



Look up the multiplicity of the third one. 1